C4H6O6 | wB97M-V/def2-TZVPD

Last column: natural (NBO) charge in e.
CARTESIAN COORDINATES (ANGSTROEM)
O 1.315 -1.478 0.466  -0.783
H 2.174 -1.040 0.450  0.463
C -0.799 0.931 -0.744  -0.245
C -2.087 0.222 -0.583  -0.175
O -3.159 1.100 -0.965  -0.506
C -4.380 0.725 -0.637  0.977
O -4.742 -0.402 -0.399  -0.642
O -5.161 1.800 -0.603  -0.684
H -0.307 0.958 -1.716  0.159
H -0.330 1.360 0.141  0.191
H -2.243 -0.109 0.455  0.236
H -2.135 -0.673 -1.229  0.191
H -6.070 1.537 -0.796  0.490
O -0.430 -1.590 1.859  -0.793
O 1.415 -0.465 2.483  -0.818
C 0.737 -1.188 1.724  0.940

- 2S+1 = 2
- E_HOMO (alpha / beta) (eV) = -4.223 / -4.220
- expectation value of S² = 0.753
- net charge = -1
- Kohn-Sham gap (alpha / beta) (eV) = 6.9 / 6.8